[1]
{
  "formula": "C17H41B2O9",
  "method": "the ωB97M-V functional and the def2-TZVPD basis",
  "symbols": ["C", "C", "B", "O", "C", "C", "O", "B", "C", "O", "H", "H", "H", "H", "H", "H", "H", "H", "H", "H", "H", "C", "O", "C", "C", "O", "C", "H", "H", "H", "H", "H", "H", "H", "H", "H", "H", "C", "O", "C", "C", "O", "C", "H", "H", "H", "H", "H", "H", "H", "H", "H", "H", "C", "O", "C", "C", "O", "C", "H", "H", "H", "H", "H", "H", "H", "H", "H", "H"],
  "coordinates": [[-4.5268, 0.5604, -0.1061], [-5.0310, -0.4442, -0.9413], [-3.9941, -1.6425, -1.4426], [-3.0213, -1.8570, -0.3073], [-4.8888, -3.0168, -1.6450], [-4.6887, -3.7160, -2.9463], [-5.1952, -3.4244, -3.9897], [-3.1670, -1.1133, -2.8366], [-1.6740, -1.5810, -3.2305], [-3.8338, -0.1903, -3.6541], [-4.6890, 0.5656, 0.9725], [-3.9850, 1.3920, -0.5592], [-6.0976, -0.4639, -1.2265], [-2.2835, -1.2554, -0.4402], [-5.9641, -2.8390, -1.5041], [-4.5935, -3.7140, -0.8482], [-4.0294, -4.6215, -2.9291], [-1.5606, -2.6666, -3.2090], [-0.9967, -1.1420, -2.4852], [-1.3886, -1.1734, -4.2134], [-3.5488, -0.2839, -4.5743], [-0.2584, 2.4414, 0.7243], [-0.0453, 1.7605, -0.4996], [-0.8187, 2.2895, -1.5704], [-0.0010, 3.2237, -2.4398], [0.4099, 4.3876, -1.7302], [1.7408, 4.2962, -1.2565], [0.5654, 2.1936, 1.3947], [-0.2904, 3.5252, 0.5887], [-1.1968, 2.1051, 1.1775], [-1.7135, 2.7894, -1.1906], [-1.1435, 1.4401, -2.1780], [-0.6260, 3.5621, -3.2717], [0.8653, 2.7027, -2.8600], [2.4455, 4.4989, -2.0705], [1.9558, 3.3183, -0.8241], [1.8763, 5.0520, -0.4823], [-0.0231, -4.5436, 4.2380], [-0.9379, -3.5453, 3.8348], [-0.6558, -3.0276, 2.5336], [-1.5255, -3.6572, 1.4651], [-1.2516, -5.0555, 1.3264], [-2.1867, -5.8668, 2.0073], [-0.4662, -5.0904, 5.0708], [0.1958, -5.2464, 3.4308], [0.9119, -4.0805, 4.5775], [0.4059, -3.1535, 2.2947], [-0.8696, -1.9557, 2.5651], [-1.2973, -3.1902, 0.5098], [-2.5824, -3.4871, 1.6696], [-3.1088, -5.9506, 1.4217], [-2.4223, -5.4792, 3.0012], [-1.7516, -6.8617, 2.1180], [7.0090, 1.8008, 1.0906], [7.0645, 3.0541, 1.7535], [6.9660, 4.1568, 0.8650], [5.5589, 4.7209, 0.8178], [4.6354, 3.7901, 0.2769], [3.8992, 3.1049, 1.2800], [6.7839, 1.0377, 1.8339], [6.2370, 1.7811, 0.3193], [7.9804, 1.5761, 0.6364], [7.3041, 3.8764, -0.1374], [7.6401, 4.9322, 1.2429], [5.5565, 5.5936, 0.1565], [5.2388, 5.0515, 1.8107], [3.0951, 3.7473, 1.6543], [4.5330, 2.7904, 2.1113], [3.4552, 2.2183, 0.8288]],
  "forces_ev_per_a": [[-0.9, -0.3, -0.4], [0.6, 0.4, -0.4], [0.3, 1.6, -0.3], [0.1, -0.4, -0.2], [-0.2, -0.7, 0.1], [0.3, -0.4, 1.5], [-0.6, 0.4, -1.4], [-0.1, -0.1, -0.3], [-0.6, 0.7, -0.4], [0.3, -0.7, -0.3], [-1.5, 1.2, -0.2], [1.8, -1.0, 0.4], [-0.3, -1.1, 1.7], [-0.2, 0.0, 0.1], [0.1, 0.2, -0.2], [0.1, 0.2, 0.0], [0.2, 0.2, 0.1], [0.1, 0.1, 0.0], [0.0, -0.2, 0.0], [0.2, -0.2, 0.1], [0.2, 0.4, 0.2], [-0.1, -0.2, 0.0], [0.1, 0.3, 0.0], [0.2, -0.4, -0.1], [-0.3, 0.2, 0.0], [0.1, -0.2, 0.1], [0.0, 0.2, 0.0], [0.0, -0.1, 0.0], [0.0, 0.0, 0.0], [0.0, 0.1, 0.0], [0.0, 0.0, 0.0], [-0.1, 0.0, 0.0], [0.0, 0.0, 0.0], [0.0, 0.0, 0.1], [0.1, -0.1, 0.0], [0.0, 0.0, 0.0], [0.0, 0.0, 0.0], [0.0, 0.2, 0.0], [0.1, -0.2, -0.1], [-0.3, 0.1, 0.1], [0.5, -0.2, 0.0], [0.0, 0.0, 0.3], [0.0, 0.0, -0.2], [0.0, 0.0, 0.0], [0.0, 0.0, 0.0], [0.1, -0.1, 0.0], [0.0, -0.1, 0.0], [0.0, 0.0, 0.0], [-0.2, 0.0, 0.0], [0.0, 0.1, -0.1], [-0.1, 0.0, 0.1], [0.0, 0.0, 0.0], [0.0, 0.0, -0.1], [0.1, 0.0, 0.0], [-0.1, -0.1, -0.2], [0.0, 0.1, 0.4], [0.0, 0.0, -0.4], [0.1, -0.1, 0.3], [-0.1, 0.0, -0.1], [0.0, 0.0, 0.0], [0.0, 0.0, 0.0], [0.0, -0.1, -0.1], [-0.1, 0.0, 0.0], [0.0, 0.0, 0.0], [0.0, 0.0, 0.0], [0.1, 0.0, 0.0], [0.0, 0.0, 0.1], [0.0, 0.0, 0.0], [0.0, 0.1, -0.1]],
  "charge": -1,
  "energy_ev": -38069.566
}


[2]
{
  "formula": "C17H41ClNO8P2",
  "method": "the ωB97M-V functional and the def2-TZVPD basis",
  "symbols": ["Cl", "C", "C", "C", "N", "C", "C", "H", "H", "H", "H", "H", "H", "H", "H", "H", "H", "H", "O", "P", "O", "C", "C", "O", "C", "C", "O", "C", "C", "H", "H", "H", "H", "H", "H", "H", "H", "H", "H", "H", "H", "H", "H", "H", "O", "P", "O", "C", "C", "O", "C", "C", "O", "C", "C", "H", "H", "H", "H", "H", "H", "H", "H", "H", "H", "H", "H", "H", "H", "H"],
  "coordinates": [[-0.4530, -2.9777, 2.2707], [-0.7347, -1.6939, 0.9723], [0.5030, -1.7128, -0.0100], [1.5095, -0.5540, 0.3845], [0.7380, 0.7261, 0.1372], [-0.1457, 0.9165, 1.3236], [-1.0387, -0.3235, 1.7130], [-1.6578, -2.0390, 0.4336], [0.1002, -1.4569, -1.0351], [1.0825, -2.6667, -0.0153], [1.8344, -0.6069, 1.4508], [2.4033, -0.5617, -0.2957], [1.4388, 1.4815, 0.1618], [0.2629, 0.7318, -0.7693], [-0.8274, 1.7810, 1.0769], [0.4457, 1.2394, 2.2218], [-2.1290, -0.0813, 1.5716], [-0.9121, -0.5108, 2.8150], [0.0494, 6.5423, 5.0902], [0.7201, 6.2451, 3.7542], [-0.5197, 6.6515, 2.7196], [-1.2483, 7.8669, 2.8798], [-0.6564, 8.9920, 2.0523], [0.5425, 4.5994, 3.7681], [0.3709, 3.9045, 5.0023], [-1.1023, 3.6917, 5.2995], [1.7555, 5.9899, 2.4313], [2.3301, 7.0808, 1.7296], [3.0411, 8.0692, 2.6299], [-1.3111, 8.1656, 3.9286], [-2.2675, 7.6721, 2.5372], [0.3421, 9.2549, 2.4106], [-1.2798, 9.8861, 2.1101], [-0.5679, 8.7007, 1.0036], [0.8698, 4.4276, 5.8186], [0.8627, 2.9315, 4.9028], [-1.6843, 4.6044, 5.1631], [-1.2466, 3.3391, 6.3225], [-1.5268, 2.9537, 4.6140], [1.5669, 7.5643, 1.1185], [3.0543, 6.6586, 1.0275], [2.3915, 8.4199, 3.4389], [3.3735, 8.9342, 2.0534], [3.9149, 7.6056, 3.0925], [0.1825, -5.2353, -2.5982], [-0.3141, -6.4429, -3.3919], [-1.4651, -5.6989, -4.3395], [-1.1885, -4.4812, -5.0209], [-0.6898, -4.7255, -6.4327], [-1.2890, -7.1034, -2.2329], [-1.0671, -6.8159, -0.8563], [-1.9380, -5.6604, -0.4015], [-0.5498, -7.8993, -4.2296], [-0.0111, -8.1002, -5.5254], [1.4726, -7.8106, -5.6127], [-0.4725, -3.8637, -4.4719], [-2.1280, -3.9243, -5.0676], [0.2812, -5.2267, -6.4211], [-0.5749, -3.7835, -6.9731], [-1.3846, -5.3584, -6.9876], [-0.0113, -6.6178, -0.6655], [-1.3288, -7.7112, -0.2866], [-1.8988, -4.8172, -1.0952], [-1.6338, -5.3099, 0.5875], [-2.9848, -5.9668, -0.3549], [-0.5817, -7.5204, -6.2519], [-0.1815, -9.1497, -5.7785], [1.7127, -6.8096, -5.2373], [1.8116, -7.8828, -6.6477], [2.0382, -8.5269, -5.0130]],
  "forces_ev_per_a": [[-0.1, 0.7, -0.7], [0.0, -0.6, 0.1], [0.1, 1.3, 0.5], [-0.2, -1.5, -1.4], [1.7, 0.0, 1.7], [-2.2, 1.2, 0.9], [-0.1, -0.4, 0.1], [1.0, 0.3, 0.5], [0.6, -0.6, 0.8], [-0.9, 0.6, -0.1], [-0.4, 0.3, -0.9], [-0.8, 0.0, 0.7], [-0.6, 0.0, -0.3], [0.0, -0.1, 0.3], [0.8, -0.8, 0.3], [-0.1, -0.4, -1.2], [1.2, -0.1, 0.0], [-0.1, 0.3, -1.2], [3.5, 1.8, -0.8], [-6.0, -4.7, -2.3], [1.3, 0.6, 0.3], [-0.5, 0.4, 0.0], [0.2, -0.1, -0.1], [1.1, 0.5, -0.1], [-0.3, 0.0, 0.3], [-0.2, 0.0, -0.1], [0.7, 1.3, 2.8], [0.2, 0.5, -0.5], [0.1, -0.1, 0.1], [0.1, -0.2, 0.0], [0.1, -0.2, 0.0], [0.0, 0.1, 0.0], [0.0, -0.1, 0.0], [-0.1, 0.0, 0.0], [-0.1, 0.1, -0.1], [0.1, 0.1, -0.2], [0.2, 0.1, 0.1], [0.0, 0.0, -0.1], [0.0, -0.1, 0.0], [-0.2, 0.1, 0.1], [-0.1, -0.2, 0.1], [-0.1, 0.1, -0.1], [0.0, 0.0, 0.1], [0.0, 0.0, 0.0], [2.8, -2.0, -2.0], [-7.8, 1.0, 2.1], [1.4, -0.3, -0.3], [-0.1, 0.4, -0.2], [0.1, -0.1, 0.0], [1.1, -0.4, -0.6], [0.0, 0.2, 0.3], [-0.3, 0.2, 0.0], [2.9, 1.3, 1.0], [0.1, -0.2, -0.7], [0.1, -0.2, 0.1], [0.0, -0.2, 0.1], [0.0, -0.1, 0.1], [0.0, 0.0, 0.0], [0.0, 0.0, 0.1], [0.0, 0.1, 0.0], [-0.1, 0.1, -0.1], [0.0, 0.0, -0.2], [0.2, -0.1, 0.0], [0.0, -0.1, 0.0], [0.0, 0.0, 0.1], [0.0, 0.2, 0.1], [-0.1, 0.0, 0.2], [0.0, 0.1, -0.1], [0.0, 0.1, 0.1], [0.0, 0.0, 0.0]],
  "charge": 1,
  "relative_energy_kj_mol": 0.0
}


[3]
{
  "formula": "C17H41N2OP2Pt",
  "method": "the ωB97M-V functional and the def2-TZVPD basis",
  "symbols": ["Pt", "P", "P", "N", "C", "H", "H", "C", "H", "H", "C", "H", "H", "C", "H", "H", "C", "C", "H", "H", "H", "C", "C", "H", "H", "H", "C", "C", "H", "H", "H", "C", "C", "H", "H", "H", "C", "C", "H", "H", "H", "C", "H", "H", "H", "C", "H", "H", "H", "C", "H", "H", "H", "H", "H", "H", "H", "O", "H", "H", "N", "H", "H", "H"],
  "coordinates": [[-0.2057, 0.0244, -0.4677], [0.1005, -2.3083, -0.3647], [0.0923, 2.3274, -0.0821], [1.8582, 0.0703, -1.2339], [1.7392, -2.4248, -1.1830], [2.2914, -3.2981, -0.8303], [1.5765, -2.5145, -2.2628], [2.5422, -1.1560, -0.9753], [3.1231, -1.1662, -0.0472], [3.3552, -1.0789, -1.7421], [2.5358, 1.2636, -0.8362], [3.3458, 1.2826, -1.6124], [3.1188, 1.1652, 0.0820], [1.7319, 2.5490, -0.8834], [1.5793, 2.7832, -1.9392], [2.2855, 3.3660, -0.4165], [0.2854, 3.1692, 1.5764], [-0.8849, 2.9247, 2.5277], [-0.5909, 3.2278, 3.5366], [-1.1641, 1.8472, 2.5685], [-1.7474, 3.5165, 2.2291], [-1.1009, 3.2514, -1.1282], [-2.4699, 3.4366, -0.4560], [-3.1797, 3.7888, -1.2294], [-2.4196, 4.2009, 0.3234], [-2.8745, 2.5035, -0.0368], [-1.0963, -3.0737, -1.5239], [-2.4662, -3.3419, -0.8847], [-3.1742, -3.5904, -1.6969], [-2.8733, -2.4661, -0.3504], [-2.4201, -4.1955, -0.2084], [0.2861, -3.3420, 1.1798], [-0.8874, -3.2131, 2.1501], [-0.5971, -3.6379, 3.1148], [-1.7494, -3.7616, 1.7782], [-1.1653, -2.1481, 2.3219], [-1.8653, -0.0244, 0.3972], [-0.5757, 4.5811, -1.6687], [-0.4909, 5.3251, -0.8656], [0.3941, 4.4897, -2.1746], [-1.3079, 4.9545, -2.3993], [-0.5780, -4.3276, -2.2230], [-1.3094, -4.6036, -2.9951], [0.3953, -4.1754, -2.7185], [-0.4925, -5.1638, -1.5223], [0.5466, -4.8166, 0.8745], [0.8760, -5.3023, 1.8130], [-0.3656, -5.3428, 0.5594], [1.3363, -4.9767, 0.1355], [0.5479, 4.6717, 1.4607], [-0.3631, 5.2353, 1.2156], [0.8777, 5.0342, 2.4533], [1.3378, 4.9241, 0.7481], [1.1853, 2.6950, 2.0119], [1.1845, -2.9253, 1.6719], [-1.2406, 2.5534, -1.9889], [-1.2304, -2.2688, -2.2865], [-2.8085, -0.0586, 1.0412], [0.8482, 0.0875, -1.8250], [-0.4384, 0.0166, -1.9332], [1.0446, -0.1096, 2.0569], [0.3942, -0.1741, 2.8449], [1.6499, 0.6698, 2.2070], [1.6675, -0.9495, 2.1125]],
  "forces_ev_per_a": [[-1.3, -0.3, 5.2], [0.4, -1.0, -0.1], [0.4, 1.2, 0.0], [-1.3, 0.0, 0.4], [-0.2, 0.1, -0.3], [0.1, 0.1, -0.2], [-0.1, -0.2, 0.2], [2.2, 0.2, -1.6], [-0.6, 0.3, 0.5], [-0.1, -1.0, 0.4], [2.2, 0.1, -1.8], [-0.1, 0.9, 0.6], [-0.5, -0.3, 0.5], [-0.2, -0.1, -0.2], [-0.2, 0.2, 0.1], [0.1, -0.1, -0.2], [0.1, 0.0, -0.3], [0.1, -0.8, 0.1], [-0.1, 0.0, -0.1], [0.0, 0.7, 0.0], [-0.1, -0.1, 0.1], [0.0, -0.1, -0.4], [-0.2, 0.0, -0.5], [0.3, -0.1, 0.4], [-0.1, -0.1, -0.1], [0.1, 0.3, -0.1], [-0.1, 0.1, -0.4], [-0.3, 0.3, -0.4], [0.2, 0.1, 0.4], [0.2, -0.4, -0.1], [-0.1, 0.0, 0.0], [0.0, 0.0, -0.3], [0.1, 0.8, 0.2], [-0.1, 0.0, -0.1], [-0.1, 0.1, 0.1], [0.1, -0.7, -0.1], [-3.1, -0.1, 1.5], [-0.2, 0.3, -0.1], [0.0, -0.2, -0.4], [-0.3, 0.1, 0.1], [0.3, 0.0, 0.1], [0.0, -0.2, -0.3], [0.2, -0.1, 0.1], [-0.4, -0.1, 0.2], [0.0, 0.1, -0.3], [0.2, -0.4, 0.6], [-0.1, 0.1, -0.4], [0.3, 0.3, 0.0], [-0.2, 0.0, 0.0], [0.2, 0.3, 0.6], [0.3, -0.3, 0.0], [-0.1, -0.1, -0.4], [-0.2, 0.0, 0.0], [-0.2, 0.2, -0.3], [-0.2, -0.1, -0.3], [0.1, 0.4, 0.5], [0.1, -0.5, 0.5], [0.2, 0.0, -0.2], [3.2, 0.1, -0.8], [-1.2, 0.1, -3.3], [0.3, -1.7, 0.3], [0.3, 0.1, -0.2], [0.3, 0.6, 0.2], [-0.8, 1.0, 0.0]],
  "multiplicity": 3,
  "charge": 1,
  "energy_ev": -45138.146
}


[4]
{
  "formula": "C17H42BiN13O2Si4Te",
  "method": "the ωB97M-V functional and the def2-TZVPD basis",
  "symbols": ["Bi", "N", "C", "C", "C", "C", "N", "C", "N", "N", "C", "O", "O", "H", "H", "H", "H", "H", "H", "H", "H", "H", "H", "H", "H", "H", "H", "N", "C", "N", "N", "N", "N", "C", "N", "N", "N", "N", "H", "C", "Si", "C", "C", "Si", "Te", "Si", "C", "C", "C", "Si", "C", "C", "C", "H", "H", "H", "H", "H", "H", "H", "H", "H", "H", "H", "H", "H", "H", "H", "H", "H", "H", "H", "H", "H", "H", "H", "H", "H", "H", "H"],
  "coordinates": [[0.1407, -1.4455, 1.6147], [0.8924, -1.7468, 4.6720], [0.8001, -0.2988, 4.8338], [1.0208, 0.1916, 6.2695], [0.3871, 1.5533, 6.5678], [1.0456, 2.7225, 5.8272], [0.4692, 2.9427, 4.5134], [1.0781, 3.2786, 3.3851], [2.4118, 3.3683, 3.3093], [0.3093, 3.6919, 2.3652], [1.8362, 0.3203, 3.8604], [2.7942, 0.9396, 4.3282], [1.6287, 0.1636, 2.6279], [0.1827, -2.2071, 5.2353], [1.8008, -2.0628, 5.0010], [-0.1998, 0.0032, 4.5014], [2.0977, 0.2495, 6.4511], [0.5911, -0.5462, 6.9542], [0.4838, 1.7354, 7.6405], [-0.6802, 1.5221, 6.3344], [2.1097, 2.5160, 5.7257], [0.9196, 3.6391, 6.4157], [-0.5424, 2.8695, 4.4554], [2.9211, 2.6143, 3.7924], [2.7818, 3.5670, 2.3926], [-0.6686, 3.4305, 2.4184], [0.6977, 3.6849, 1.4338], [-3.3174, -1.2031, 2.5192], [-3.0606, -2.0653, 1.4774], [-3.9289, -2.9326, 0.9902], [-3.2649, -3.5707, 0.0364], [-2.0712, -3.1385, -0.0626], [-1.8818, -2.1538, 0.8340], [-2.5968, -0.0576, 2.6549], [-3.0160, 1.0675, 3.2152], [-1.9878, 1.8999, 3.1194], [-0.9925, 1.3373, 2.5418], [-1.3194, 0.0829, 2.2370], [-4.2829, -1.1529, 2.8110], [-1.1628, 2.7007, -3.0469], [-1.6467, 0.8552, -3.2230], [-2.2261, 0.5700, -5.0239], [-3.1076, 0.5537, -2.0249], [0.2150, -0.5257, -2.7327], [1.0337, 0.1477, -0.3591], [-0.2805, -2.8211, -3.1291], [-2.1295, -3.2714, -3.2527], [0.3731, -3.1756, -4.8929], [0.6243, -3.9442, -1.8738], [2.2021, 0.1341, -3.8749], [1.8971, 0.3315, -5.7528], [2.9168, 1.7966, -3.2522], [3.5616, -1.1833, -3.5756], [-2.0179, 3.3679, -3.1068], [-0.4607, 2.9950, -3.8197], [-0.6783, 2.8664, -2.0891], [-3.0269, 1.2408, -5.3204], [-2.5853, -0.4431, -5.1699], [-1.4039, 0.7222, -5.7153], [-3.9741, 1.1683, -2.2559], [-2.8102, 0.7839, -1.0056], [-3.4291, -0.4829, -2.0449], [-2.6742, -2.5303, -3.8299], [-2.5936, -3.3450, -2.2782], [-2.2686, -4.2303, -3.7448], [-0.1004, -2.5106, -5.6079], [0.1557, -4.1911, -5.2077], [1.4427, -3.0333, -4.9771], [0.0561, -3.9904, -0.9505], [1.6196, -3.5684, -1.6497], [0.7325, -4.9593, -2.2439], [1.2332, 1.1682, -5.9424], [1.4361, -0.5548, -6.1727], [2.8131, 0.5136, -6.3059], [2.2436, 2.6165, -3.4752], [3.8816, 2.0317, -3.6916], [3.0379, 1.7567, -2.1743], [3.2391, -2.1671, -3.8996], [3.7808, -1.2437, -2.5140], [4.4919, -0.9598, -4.0900]],
  "forces_ev_per_a": [[0.9, -0.7, 0.7], [-0.1, -0.2, 0.0], [0.3, 0.3, 0.3], [-0.2, 0.0, -0.2], [0.3, -0.1, -0.2], [0.3, 0.2, 0.5], [-0.3, -0.3, -0.2], [-0.2, 0.7, 0.1], [0.2, -0.1, -0.1], [0.1, 0.3, 0.0], [-0.4, -0.1, 0.5], [0.5, -0.1, 0.3], [-0.3, -0.5, -0.7], [0.1, 0.0, 0.0], [-0.1, -0.1, 0.0], [0.1, 0.0, 0.0], [-0.1, -0.1, 0.1], [0.0, 0.0, 0.0], [-0.1, 0.1, -0.1], [-0.1, 0.0, 0.1], [-0.1, 0.1, 0.1], [0.0, -0.1, -0.1], [0.1, 0.0, -0.1], [-0.2, 0.0, -0.1], [-0.1, 0.0, 0.0], [0.1, 0.2, -0.1], [0.0, -0.2, 0.1], [-0.4, 0.0, 0.2], [0.2, -0.5, -0.6], [-0.3, 0.7, 0.8], [-0.1, -0.6, -0.5], [0.8, -0.1, -0.3], [-1.2, 0.1, 0.4], [0.5, 0.6, 0.1], [-0.8, -0.7, 0.0], [0.3, 0.1, -0.1], [0.5, -0.1, -0.1], [-1.2, 0.2, 0.5], [0.0, 0.0, 0.0], [0.1, -0.7, 0.0], [-0.7, 0.7, -0.1], [0.3, -0.1, 0.6], [0.6, -0.1, -0.3], [-0.1, 0.1, 0.3], [0.3, 0.6, -1.6], [-0.1, -1.0, -0.3], [0.5, 0.4, 0.3], [0.0, 0.3, 0.5], [-0.2, 0.5, -0.3], [0.8, 0.1, -0.5], [-0.1, -0.2, 0.7], [-0.5, -0.6, 0.0], [-0.6, 0.3, 0.0], [-0.2, 0.0, 0.0], [0.2, 0.0, -0.2], [0.1, 0.0, 0.2], [-0.1, 0.2, 0.1], [-0.1, -0.3, 0.0], [0.2, 0.0, -0.2], [0.0, 0.2, -0.2], [0.1, 0.0, 0.2], [0.0, -0.3, 0.0], [-0.1, 0.2, -0.2], [-0.1, 0.0, 0.1], [0.2, -0.2, -0.2], [-0.1, 0.2, -0.2], [-0.1, -0.3, 0.1], [0.3, 0.1, 0.0], [-0.1, 0.0, 0.1], [0.2, 0.1, 0.0], [-0.1, -0.2, -0.2], [-0.2, 0.2, 0.0], [-0.1, -0.2, -0.1], [0.3, 0.0, 0.0], [-0.2, 0.2, -0.1], [0.2, -0.1, -0.2], [0.1, 0.0, 0.2], [-0.1, -0.2, -0.1], [0.0, 0.0, 0.2], [0.1, 0.2, -0.2]],
  "relative_energy_kj_mol": 71.1
}